A cluster of 2 separate species, C15H24NO4PS2 in total at a distorted geometry, computed with ωB97M-V with the def2-TZVPD basis set.

The geometry in XYZ format:
```
47
Properties=species:S:1:pos:R:3
C 6.1301 -0.7649 -1.8124
C 4.9216 -0.5352 -0.9096
N 4.2380 0.7057 -1.3048
C 4.8616 1.9180 -0.7360
C 4.5932 2.1446 0.7469
C 2.8470 0.6980 -1.1885
S 1.9836 -0.2649 -0.1891
S 2.1698 1.9083 -2.2630
C 0.4007 1.5720 -2.3075
C -0.4292 2.1163 -1.1460
C -1.9232 1.8019 -1.2602
C -2.3642 0.4239 -0.8555
C -1.6042 -0.6647 -0.7541
C -2.1815 -1.9871 -0.3966
O -1.6316 -3.0240 -0.6983
C -3.4898 -1.9784 0.3227
C -4.2660 -0.9014 0.2468
P -5.8656 -0.9458 1.0971
O -6.6390 -2.1828 0.8219
C -3.8275 0.2839 -0.5517
O -4.6346 1.1000 -0.9364
H 6.6632 -1.6630 -1.4987
H 6.8083 0.0880 -1.8183
H 5.7909 -0.9279 -2.8368
H 4.2313 -1.3660 -1.0175
H 5.2532 -0.4722 0.1314
H 5.9307 1.8787 -0.9428
H 4.4816 2.7774 -1.2908
H 5.2434 2.9413 1.1120
H 3.5641 2.4669 0.9133
H 4.7679 1.2553 1.3526
H 0.0913 2.1021 -3.2138
H 0.2509 0.5122 -2.5116
H -0.0438 1.7997 -0.1759
H -0.3331 3.2049 -1.1777
H -2.2744 2.0078 -2.2766
H -2.4711 2.4947 -0.6171
H -0.5355 -0.6552 -0.9330
H -3.7765 -2.8713 0.8665
H -5.5428 -0.8492 2.4610
H -6.5243 0.2348 0.7297
C -4.2531 -3.0590 4.3497
O -4.0960 -1.6436 4.3447
H -4.8306 -3.3185 3.4639
H -3.2891 -3.5720 4.3060
H -4.8012 -3.4007 5.2306
H -3.5944 -1.3884 5.1235
```

Properties
gap between HOMO and LUMO	0.2701	hartree
highest occupied orbital energy	-8.72	eV
DFT total energy	-2079.35367	Eh
structure (SMILES)	CCN(CC)C(=S)SCCCC1=CC(=O)C=C([PH2]=O)C1=O.CO
net charge	0

=====

A structure of composition C15H25AgF2O7 at a distorted geometry, computed with ωB97M-V with the def2-TZVPD basis set.

The geometry in XYZ format:
```
50
Properties=species:S:1:pos:R:3
Ag 0.8409 0.7761 0.2312
F 2.9026 0.0205 -0.4579
F 1.9150 0.7413 2.1942
C 0.5917 4.9043 -1.4913
C 0.8068 3.3881 -1.4178
C 2.0778 2.9289 -2.1271
O 0.5983 2.9128 -0.1614
H 1.2749 5.4895 -0.8653
H -0.4068 5.2033 -1.1565
H 0.6795 5.2261 -2.5329
H -0.0299 3.0199 -2.0731
H 2.9833 2.9699 -1.5183
H 2.1932 3.4330 -3.0929
H 2.0026 1.8639 -2.3789
O 0.4888 -1.6295 0.8064
C 1.1507 -2.4782 1.3051
O 1.6148 -3.5553 0.6282
C 2.2218 -4.5298 1.4994
C 2.4039 -3.8242 2.8619
C 1.6598 -2.5012 2.7328
H 3.1410 -4.8074 0.9958
H 1.4937 -5.3368 1.6059
H 3.4678 -3.6495 3.0311
H 2.0301 -4.4031 3.7038
H 2.1681 -1.5590 2.9377
H 0.7389 -2.5051 3.3260
O -0.2694 0.0228 -1.5371
C -0.1819 -0.2182 -2.6998
O 0.9651 -0.1373 -3.3821
C 0.7882 -0.2412 -4.7848
C -0.7327 -0.3978 -5.0425
C -1.3656 -0.3995 -3.6429
H 1.3752 -1.0921 -5.1237
H 1.1572 0.6534 -5.2887
H -0.8498 -1.4209 -5.4207
H -1.1920 0.2011 -5.8227
H -1.8868 -1.3376 -3.4824
H -1.9968 0.4577 -3.4135
O -1.2491 0.5036 1.5900
C -2.0118 0.4798 2.4946
O -2.7171 1.5667 2.9091
C -3.6847 1.1716 3.8787
C -3.8461 -0.3414 3.7572
C -2.4730 -0.7460 3.2522
H -4.5856 1.7699 3.7450
H -3.3261 1.4259 4.8829
H -4.6472 -0.6888 3.0985
H -4.1675 -0.7215 4.7304
H -2.2958 -1.6156 2.6199
H -1.8161 -0.9930 4.0962
```

Properties
gap between HOMO and LUMO (spin up / spin down)	0.2392 / 0.2278	hartree
spin multiplicity	2
highest occupied orbital energy (spin up / spin down)	-3.83 / -3.52	eV
DFT total energy	-1459.86886	Eh
energy relative to the best compared isomer or geometry (same formula, charge and spin)	0.00	kJ/mol
net charge	-1

=====

A structure of composition C15H25AsF6INO2 at a distorted geometry, computed with ωB97M-V with the def2-TZVPD basis set.

The geometry in XYZ format:
```
51
Properties=species:S:1:pos:R:3
C 4.5893 -0.8609 2.3261
C 4.5879 -0.4686 0.8510
O 4.1904 -1.5762 0.0624
C 3.4759 -1.1929 -1.1072
C 1.9972 -1.0109 -0.7953
C 1.1500 -2.2568 -1.0392
C -0.3455 -2.1027 -0.6702
C -0.7014 -0.7411 -0.0675
C -2.1180 -0.6131 0.3639
C -2.8490 0.5518 0.1531
C -4.1597 0.6819 0.5960
C -4.8638 1.9951 0.3482
O -4.5823 2.9432 1.3443
C -3.3046 3.5511 1.2614
C -4.7436 -0.4030 1.2720
I -6.7025 -0.2429 1.9806
C -3.9980 -1.5680 1.4672
C -4.5222 -2.7743 2.1817
N -2.7302 -1.6168 1.0063
H 3.7867 -0.3896 2.8873
H 5.5244 -0.5501 2.7850
H 4.5189 -1.9371 2.4398
H 3.8892 0.3529 0.7025
H 5.5776 -0.1231 0.5601
H 3.8127 -0.2106 -1.4136
H 3.6636 -1.8797 -1.9259
H 1.9355 -0.7661 0.2616
H 1.6099 -0.1932 -1.3986
H 1.5970 -3.0936 -0.5088
H 1.2034 -2.5240 -2.0912
H -0.6042 -2.9035 0.0271
H -0.9626 -2.2634 -1.5501
H -0.0899 -0.5424 0.8111
H -0.4885 0.0329 -0.7921
H -2.3787 1.3734 -0.3581
H -5.9381 1.8753 0.3384
H -4.5648 2.3696 -0.6341
H -3.3633 4.5277 1.7224
H -2.9742 3.6776 0.2294
H -2.5546 2.9509 1.7764
H -3.6924 -3.3941 2.5119
H -5.0331 -2.4473 3.0774
H -5.1839 -3.3432 1.5388
H -2.2116 -2.4715 1.1707
F 2.8735 1.9628 -2.4407
As 4.0878 2.8069 -3.3957
F 3.6277 4.2970 -2.6366
F 2.9067 3.0703 -4.6384
F 5.2868 3.6286 -4.3319
F 4.5246 1.2939 -4.1290
F 5.2439 2.5179 -2.1300
```

Properties
gap between HOMO and LUMO	0.2496	hartree
highest occupied orbital energy	-9.20	eV
DFT total energy	-3924.49700	Eh
net charge	0

=====

A structure of composition C15H25B3BrN3O4 at a distorted geometry, computed with ωB97M-V with the def2-TZVPD basis set.

The geometry in XYZ format:
```
51
Properties=species:S:1:pos:R:3
C 0.6937 -4.7876 0.6953
C 0.0813 -3.9644 0.0641
B -0.6443 -2.9067 -0.7543
O 0.0223 -1.8622 -1.3585
B -0.3366 -0.7185 -0.6622
C 0.7134 0.4606 -0.5613
O 2.0132 -0.0977 -0.6445
C 2.9194 0.6128 0.1666
C 2.7705 0.3359 1.6662
C 2.0099 -0.9531 1.9733
O -1.5848 -0.6497 -0.0593
B -2.4536 -1.6848 -0.3385
C -3.9988 -1.5161 -0.0393
Br -4.4686 -2.5708 1.5404
C -4.4737 -0.0520 -0.0053
C -4.7921 0.5230 1.3811
O -2.0296 -2.8823 -0.8607
H 1.1397 -5.6619 1.0488
H 0.5237 1.1638 -1.3642
H 0.5546 0.9599 0.3898
H 2.8877 1.6721 -0.0721
H 3.9087 0.2808 -0.1249
H 3.7447 0.2485 2.1174
H 2.2511 1.1741 2.1060
H 0.9497 -0.7277 2.0325
H 2.1380 -1.7076 1.2139
H 2.2789 -1.3041 2.9555
H -4.5040 -2.0039 -0.8578
H -3.7249 0.5814 -0.4631
H -5.3756 0.0298 -0.5902
H -5.8245 0.3372 1.6279
H -4.6795 1.6000 1.3276
H -4.1159 0.1729 2.1430
C 6.6291 -1.0642 -1.5579
C 6.4592 -1.4735 -0.1687
N 6.3134 -1.7896 0.9246
H 7.4109 -1.6592 -2.0246
H 5.6966 -1.2096 -2.0994
H 6.9063 -0.0133 -1.6005
C -2.1721 2.4165 1.8854
C -0.7630 2.4863 2.2493
N 0.3483 2.5415 2.5319
H -2.6120 1.5092 2.2946
H -2.6982 3.2815 2.2845
H -2.2659 2.4022 0.8013
C -1.2440 3.2073 -4.0076
C -1.4329 2.8287 -2.6130
N -1.5816 2.5269 -1.5161
H -0.4791 2.5784 -4.4583
H -2.1770 3.0818 -4.5520
H -0.9321 4.2474 -4.0666
```

Properties
gap between HOMO and LUMO	0.3493	hartree
highest occupied orbital energy	-9.25	eV
DFT total energy	-3700.53577	Eh
net charge	0

=====

A structure of composition C15H25Br2ClI2N3O4S2 at a distorted geometry, computed with ωB97M-V with the def2-TZVPD basis set.

The geometry in XYZ format:
```
54
Properties=species:S:1:pos:R:3
C -6.1768 0.6949 0.6501
C -4.6917 0.5441 0.6010
Br -4.0536 -0.9762 -0.3368
C -3.8022 1.3592 1.1554
Br -4.3302 2.8956 2.1069
N -2.3829 1.2247 1.0381
C -1.7642 0.1450 1.5559
N -2.1186 -0.5018 2.7211
C -2.6843 0.2990 3.7756
I -4.5469 -0.4132 4.3910
C -2.0376 1.3304 4.3088
C -0.6432 1.7410 3.9275
I -2.8782 2.5317 5.7735
N -0.7016 -0.2809 0.8952
Cl 0.3173 -1.4997 1.4366
H -6.6256 0.1992 -0.2079
H -6.4547 1.7462 0.6136
H -6.5701 0.2353 1.5580
H -2.0275 1.3227 0.0818
H -2.7207 -1.3011 2.5330
H -0.0094 1.7029 4.8155
H -0.6328 2.7742 3.5792
H -0.1909 1.0848 3.1864
H -0.4493 0.1395 0.0028
C 3.5225 -4.8984 -2.1098
C 2.3518 -4.1792 -1.4224
C 2.8498 -3.7238 -0.0467
S 4.6250 -3.4606 -0.2155
O 5.3115 -4.4068 0.6207
O 4.9038 -2.0504 -0.1153
C 4.7376 -3.9967 -1.9201
H 3.3243 -5.0765 -3.1653
H 3.6980 -5.8648 -1.6338
H 2.0579 -3.3125 -2.0196
H 1.4799 -4.8252 -1.3289
H 2.4257 -2.7804 0.2894
H 2.7060 -4.4903 0.7130
H 5.6947 -4.4926 -2.0619
H 4.6803 -3.1057 -2.5451
C 1.8875 3.1715 -1.3752
C 2.0622 2.7205 -2.8321
C 0.7587 2.0330 -3.2595
S -0.5387 2.8042 -2.2854
O -1.1240 1.7923 -1.4070
O -1.4189 3.5763 -3.1099
C 0.5253 3.8563 -1.3085
H 2.6817 3.8448 -1.0595
H 1.9052 2.3037 -0.7106
H 2.2450 3.5893 -3.4656
H 2.9094 2.0473 -2.9468
H 0.5126 2.1801 -4.3081
H 0.7558 0.9692 -3.0274
H 0.1104 3.9485 -0.3069
H 0.5343 4.8295 -1.7985
```

Properties
gap between HOMO and LUMO	0.3109	hartree
highest occupied orbital energy	-11.61	eV
DFT total energy	-8051.46103	Eh
net charge	+1

=====

A cluster of 3 separate species, C15H25F6NO12P2 in total at a distorted geometry, computed with ωB97M-V with the def2-TZVPD basis set.

The geometry in XYZ format:
```
61
Properties=species:S:1:pos:R:3
O 7.8564 -6.3119 -2.3785
C 7.7248 -5.0897 -2.6040
N 8.9235 -4.2064 -2.6108
C 8.3861 -2.8965 -2.0846
C 6.9520 -2.7891 -2.8438
C 6.3719 -4.2857 -2.9492
C 5.4089 -4.5811 -1.7056
O 5.9107 -4.5671 -0.5528
C 3.8151 -4.8756 -1.8291
F 3.5257 -5.8777 -0.8758
F 3.5941 -5.3004 -3.1645
C 3.0645 -3.5186 -1.4236
F 3.2842 -3.3545 -0.0140
F 3.7339 -2.4471 -2.0600
C 1.4760 -3.5228 -1.6215
F 0.9861 -2.3803 -0.9023
F 0.8247 -4.6469 -1.0495
C 0.9762 -3.3302 -3.1314
O 0.4528 -2.2261 -3.4478
O 1.0299 -4.3200 -4.1363
H 9.2942 -3.9932 -3.5537
H 9.0413 -1.9614 -2.2446
H 8.3752 -3.0222 -0.9483
H 7.2836 -2.5040 -3.9005
H 6.2632 -1.9722 -2.4474
H 5.8431 -4.5205 -3.9284
H 0.9684 -3.8682 -5.0079
C -2.0198 1.9180 -0.0588
O -1.8877 0.7723 0.7766
P -3.2481 0.0499 1.2309
O -4.4436 0.9189 1.2270
O -2.8651 -0.5601 2.6613
C -2.6411 0.3806 3.7026
O -3.3414 -1.2314 0.2826
C -2.1968 -2.0594 0.1281
H -2.3499 2.7695 0.5399
H -1.0450 2.1471 -0.4910
H -2.7313 1.7326 -0.8664
H -3.4427 1.1223 3.7362
H -1.6829 0.8821 3.5490
H -2.6139 -0.1514 4.6544
H -1.5622 -2.0476 1.0169
H -1.6207 -1.7177 -0.7342
H -2.5269 -3.0832 -0.0520
C -5.5836 7.6188 0.9990
O -5.7512 6.6824 2.0558
P -4.5381 5.6600 2.3141
O -3.6707 5.4146 1.1419
O -5.2820 4.3629 2.8831
C -6.1026 3.6552 1.9605
O -3.7913 6.2611 3.5922
C -4.5607 6.6419 4.7239
H -5.7176 7.1134 0.0406
H -6.3436 8.3948 1.0983
H -4.5955 8.0823 1.0406
H -5.5741 3.4867 1.0201
H -7.0194 4.2193 1.7718
H -6.3638 2.6896 2.3935
H -5.4700 6.0442 4.8182
H -4.8269 7.6975 4.6385
H -3.9561 6.5024 5.6206
```

Properties
gap between HOMO and LUMO	0.3575	hartree
highest occupied orbital energy	-10.29	eV
DFT total energy	-2826.18710	Eh
structure (SMILES)	O=C1NCC[C@@H]1C(=O)C(F)(F)C(F)(F)C(F)(F)C(=O)O.COP(=O)(OC)OC.COP(=O)(OC)OC
net charge	0